(1)
Here is a 2-piece molecular cluster, C4H12NS2 overall at a distorted geometry from OMol25. Energies are from ωB97M-V/def2-TZVPD.

Last column: Mulliken charge in e.
Geometry (Å):
C -1.8049 -0.9582 0.0046  -1.649
C -0.9946 1.4851 -0.1492  -1.296
C 0.0582 -0.1892 1.3610  -1.045
C -0.6168 0.0148 0.0297  1.098
N 0.3027 -0.3496 -1.0993  -0.310
S 3.6263 -0.6241 -0.2727  -0.075
S 2.5065 0.9278 0.3797  -0.090
H -2.3139 -0.7240 0.8834  0.466
H -1.4069 -1.9381 0.0963  0.460
H -2.6056 -0.8890 -0.7919  0.374
H -1.2993 1.9911 0.7595  0.385
H -1.9111 1.6905 -0.7455  0.342
H -0.0723 1.8689 -0.6401  0.380
H -0.1804 0.6081 2.0120  0.394
H 0.5738 -1.1614 1.5932  0.351
H 0.6291 -1.2913 -1.2305  0.401
H 1.3049 0.3060 -0.9799  0.218
H -0.2008 -0.1159 -2.0259  0.370
H 4.4051 -0.6516 0.8158  0.228

Its orbital gap (spin up / spin down) is 6.90 / 8.67 eV. The relative energy (zero: lowest compared OMol25 entry of this formula, charge and spin) comes out at 71.91 kcal/mol. As for the multiplicity: 1. For the highest occupied orbital energy (spin up / spin down), the calculation gives -12.7 / -13.1 eV. As for the net charge: +1.

***

(2)
Here is C27H40N9P2RbS as an isolated structure from OMol25. Energies are from ωB97M-V/def2-TZVPD.

Last column: Mulliken charge in e.
Geometry (Å):
Rb -0.3071 0.0086 0.3275  0.638
C 4.0540 2.8869 -1.1266  -1.719
C 2.6832 2.3257 -0.8744  0.197
N 2.1818 2.0822 0.2785  0.888
N 2.9213 2.5270 1.3586  -1.299
C 2.9585 1.6776 2.3497  0.462
N 3.4161 2.2000 3.5476  -0.467
S 2.5249 0.0107 2.3456  -0.363
C 1.8265 2.0500 -2.0650  0.650
C 2.3643 2.0580 -3.3553  -0.807
C 1.5305 1.8619 -4.4417  -0.682
C 0.1742 1.6771 -4.2266  -0.850
C -0.2716 1.6802 -2.9141  -0.395
N 0.5194 1.8464 -1.8637  0.543
H 4.5154 3.1546 -0.1814  0.467
H 4.0140 3.7667 -1.7720  0.353
H 4.6864 2.1476 -1.6256  0.324
H 3.8841 3.0891 3.4540  0.245
H 3.8442 1.5349 4.1683  0.247
H 3.4218 2.2134 -3.5039  0.433
H 1.9398 1.8613 -5.4439  0.416
H -0.5224 1.5294 -5.0401  0.469
H -1.3252 1.5238 -2.6957  0.386
C -2.4992 1.3956 3.8870  -1.357
P -1.2547 0.1091 3.4860  0.674
C -0.1740 0.2202 4.9563  -1.420
C -2.2526 -1.3925 3.8933  -1.021
C -1.4999 -2.7104 3.7048  -1.230
P -1.0148 -3.0671 1.9445  0.732
C 0.8202 -3.0022 2.0629  -0.544
C -1.2103 -4.8940 1.9192  -1.407
H -2.9330 1.2615 4.8816  0.392
H -3.2935 1.3793 3.1404  0.337
H -2.0241 2.3770 3.8454  0.375
H -0.7308 0.0757 5.8861  0.384
H 0.3076 1.1993 4.9690  0.413
H 0.6343 -0.5073 4.8784  0.336
H -3.1220 -1.3768 3.2279  0.365
H -2.6292 -1.3157 4.9198  0.527
H -2.1383 -3.5377 4.0299  0.454
H -0.6097 -2.7434 4.3407  0.402
H 1.1596 -3.6685 2.8600  0.517
H 1.1682 -1.9912 2.2769  -0.430
H 1.2664 -3.3170 1.1173  0.209
H -0.6908 -5.3764 2.7507  0.401
H -0.8028 -5.2798 0.9838  0.375
H -2.2667 -5.1607 1.9588  0.388
N 0.0553 -3.0425 -3.0468  -0.003
C -1.1626 -2.3819 -2.9883  0.459
C -2.0668 -2.5715 -4.0477  -0.909
C -3.2969 -1.9594 -3.9782  -0.454
C -3.6053 -1.1658 -2.8762  -0.944
C -2.6461 -1.0414 -1.8914  -0.466
N -1.4506 -1.6367 -1.9330  0.328
C 1.2377 -2.8086 -2.3453  0.331
C 2.2370 -3.7898 -2.4121  -0.750
C 3.4321 -3.5566 -1.7655  -0.505
C 3.6071 -2.3690 -1.0643  -1.019
C 2.5565 -1.4718 -1.0598  -0.102
N 1.3922 -1.6733 -1.6826  0.309
H 0.1131 -3.7721 -3.7367  0.227
H -1.7907 -3.1819 -4.8979  0.409
H -4.0107 -2.0941 -4.7813  0.412
H -4.5572 -0.6644 -2.7818  0.482
H -2.8327 -0.4321 -1.0125  0.547
H 2.0633 -4.7111 -2.9534  0.402
H 4.2158 -4.3027 -1.8010  0.392
H 4.5106 -2.1436 -0.5176  0.501
H 2.6460 -0.5431 -0.5051  0.281
C -3.4964 4.9373 -0.5186  -1.003
N -2.4208 3.9643 -0.4544  0.120
C -1.0409 4.4353 -0.5204  -0.625
C -2.6683 2.7263 -0.0872  0.453
N -2.8720 1.6381 0.2529  -0.511
H -3.4831 5.4464 -1.4839  0.316
H -3.3864 5.6789 0.2770  0.315
H -4.4517 4.4316 -0.4017  0.363
H -0.8223 4.8166 -1.5196  0.309
H -0.3612 3.6152 -0.2971  -0.042
H -0.8884 5.2333 0.2108  0.367

Its orbital gap is 6.69 eV. The relative energy (zero: lowest compared OMol25 entry of this formula, charge and spin) comes out at 9.27 kcal/mol. As for the multiplicity: 1. For the highest occupied orbital energy, the calculation gives -6.5 eV.

***

(3)
Here is a single C4H10BN molecule at a distorted geometry from OMol25. Energies are from ωB97M-V/def2-TZVPD.

Last column: Mulliken charge in e.
Geometry (Å):
B -2.2183 0.0215 -0.2109  0.076
N -0.9311 0.0481 0.0615  0.112
C -0.0285 -1.1830 0.0419  -0.624
C 1.4162 -0.7119 0.1261  -0.550
C 1.3465 0.7633 -0.2645  -0.628
C -0.0253 1.1229 0.2757  -0.663
H -2.8981 1.0462 -0.1331  -0.100
H -2.9445 -0.9086 -0.4516  -0.088
H -0.1359 -1.8525 -0.7902  0.338
H -0.4432 -1.8381 0.9724  0.268
H 2.1588 -1.1846 -0.5032  0.328
H 1.9674 -0.8588 1.0976  0.254
H 2.0768 1.4316 -0.0144  0.457
H 1.1894 0.6379 -1.3488  0.224
H 0.0452 1.3782 1.3163  0.287
H -0.5755 2.0879 -0.1747  0.309

Its orbital gap is 10.58 eV. The relative energy (zero: lowest compared OMol25 entry of this formula, charge and spin) comes out at 29.95 kcal/mol. As for the multiplicity: 1. For the highest occupied orbital energy, the calculation gives -9.7 eV.

***

(4)
Here is a single C8H11FS molecule at a distorted geometry from OMol25. Energies are from ωB97M-V/def2-TZVPD.

Last column: Mulliken charge in e.
Geometry (Å):
C -1.8707 -2.2073 -0.4423  -1.036
C -0.8181 -1.2992 -1.1062  -0.109
C -0.3093 -0.2039 -0.4555  0.320
C -1.0810 0.3597 0.7578  -1.047
C 0.8162 0.7426 -0.9344  -0.077
F 1.1089 0.4674 -2.1953  -0.338
C 2.0440 0.7930 -0.0661  0.730
C 2.3394 2.0559 0.7329  -1.199
C 2.6481 -0.3619 0.0178  -0.193
S 3.3702 -1.7755 -0.2655  -0.287
H -2.9302 -1.9311 -0.8910  0.251
H -1.7805 -2.1661 0.6659  0.301
H -1.7236 -3.2410 -0.9465  0.313
H -0.5404 -1.6669 -2.1006  0.409
H -2.0900 0.8479 0.4868  0.266
H -0.3174 1.0596 1.2783  0.134
H -1.4130 -0.3506 1.5578  0.349
H 0.4261 1.8103 -1.1029  0.273
H 2.1709 2.9760 0.1644  0.320
H 3.4036 2.1513 1.0376  0.368
H 1.7256 2.0305 1.6707  0.253

Its orbital gap is 8.15 eV. The relative energy (zero: lowest compared OMol25 entry of this formula, charge and spin) comes out at 0.00 kcal/mol. As for the multiplicity: 1. For the highest occupied orbital energy, the calculation gives -8.4 eV.

***

no.,electronic energy (a.u.)
1,-1010.38089
2,-2650.66336
3,-237.98226
4,-809.36526